Molecular formula: C22H16CuN4PS3Sb
Method: DFT, ωB97M-V/def2-TZVPD

XYZ file:
```
48
Properties=species:S:1:pos:R:3:lowdin_charge:R:1
H 4.0305 -1.7405 0.5538 0.0993
H -0.6170 -1.9913 -2.0187 0.1051
C 3.8009 2.1358 0.9515 -0.2821
C 0.7546 -0.9969 0.9715 -0.3723
H 0.3951 2.1343 -1.4281 0.0815
H 1.5418 -2.3292 3.9841 0.1007
C 4.3711 2.9138 -0.0842 -0.2616
C -4.2391 -2.8338 0.2079 -0.0982
H -5.1059 -3.4822 0.2023 0.0987
C 0.1287 -0.9502 -3.7296 -0.0836
H -2.8327 -4.4154 0.6387 0.0944
C 0.6054 0.2576 -4.2308 -0.0855
S -0.8531 5.4919 0.0427 -0.1727
S -1.6953 5.1902 3.7667 -0.3538
C 0.3203 1.2614 -2.0695 -0.0865
Sb -2.6130 5.5395 1.7750 0.2703
C -2.9733 -3.3605 0.4507 -0.1030
Cu -0.4257 2.1122 1.0178 -0.0823
N 5.1846 0.2957 2.0891 0.1263
C 2.4809 2.3637 1.3308 -0.1686
C 2.9027 -2.1280 2.3329 -0.0909
H 0.0492 -1.8133 -4.3768 0.0994
H -2.7704 1.3462 -0.4973 -0.0136
H 3.7469 -2.5383 2.8695 0.1013
C -0.2430 -1.0496 -2.4013 -0.0796
H 0.9016 0.3335 -5.2689 0.0998
H -0.3477 -1.3080 2.7945 0.1111
C -2.0297 -1.1287 0.2302 -0.2963
N -3.5234 0.7269 -0.2447 0.1130
N 4.8416 3.5308 -0.9387 0.1036
C 0.7012 1.3623 -3.4021 -0.0670
C -1.8906 -2.5000 0.4515 -0.1066
H -0.9021 -2.8994 0.6427 0.1005
H -4.4274 1.0005 -0.5867 0.0967
N 1.3777 2.5569 1.6395 0.1196
C -4.4019 -1.4866 -0.0308 -0.0454
C 4.5641 1.1293 1.5846 -0.2530
C 0.6030 -1.4305 2.2875 -0.1110
C 1.6684 -2.0048 2.9595 -0.0788
H 2.1304 -0.7703 -0.6653 0.1056
P -0.5827 -0.0292 0.2122 1.0486
H -5.3885 -1.0847 -0.2259 0.1054
S -1.9092 3.6572 0.1978 -0.1415
C 1.9895 -1.1301 0.3461 -0.0781
C -0.1472 0.0574 -1.5579 -0.3543
C 3.0617 -1.6891 1.0296 -0.1009
C -3.3077 -0.6097 -0.0243 -0.3226
H 1.0748 2.3035 -3.7793 0.1085
```

Summary:
charge = -1

Molecular formula: C2H2Cl2O2S
Method: DFT, ωB97M-V/def2-TZVPD

XYZ file:
```
9
Properties=species:S:1:pos:R:3:lowdin_charge:R:1
Cl -2.3293 -1.8960 -0.4297 0.7102
H -0.1001 -0.9143 1.4802 0.0621
O 1.9663 0.8671 1.1937 -0.3278
Cl 0.0577 2.4280 -0.0863 0.3724
S 1.0472 0.6319 0.1434 0.3157
C -0.1937 -0.5114 0.5513 -0.2695
H -0.8870 -0.0440 -1.3108 0.0936
C -1.1168 -0.7290 -0.4270 -0.6320
O 1.5558 0.1677 -1.1147 -0.3247
```

Molecular formula: C2H5FS
Method: DFT, ωB97M-V/def2-TZVPD

XYZ file:
```
9
Properties=species:S:1:pos:R:3:lowdin_charge:R:1
C 0.8611 -0.3928 0.1102 -0.1332
H -1.0788 0.6951 1.6571 -0.1100
F -0.2947 1.5901 -1.3637 -0.3803
H 1.6253 -0.2582 -0.6519 0.0889
H -0.7885 -0.5624 -1.3338 0.0812
S -1.7964 0.2359 0.6310 0.8488
H 1.1063 0.2024 0.9857 0.0768
C -0.4742 -0.0605 -0.4285 -0.5656
H 0.8399 -1.4495 0.3938 0.0934
```

Molecular formula: C4H9N
Method: DFT, ωB97M-V/def2-TZVPD

XYZ file:
```
14
Properties=species:S:1:pos:R:3:lowdin_charge:R:1
N 1.7403 -0.4821 -0.8996 0.0573
H -2.0884 -0.5410 1.0812 0.0714
H -2.6545 0.0973 -0.4216 0.0675
C -0.6119 -0.1939 -0.6001 -0.2234
C 0.7544 -0.1221 0.0436 -0.4246
C 1.0809 0.6299 1.1031 0.0172
H 2.0558 1.1092 1.1083 0.0513
H 0.5051 0.7127 2.0103 0.0480
H -0.7481 -1.1670 -1.0823 0.1053
H 1.5516 -1.3693 -1.3446 0.0801
H -1.8345 1.1694 0.6196 0.0714
C -1.8124 0.1365 0.2793 -0.1178
H 2.6643 -0.5354 -0.5066 0.0769
H -0.6024 0.5558 -1.3906 0.1194
```

Asked for F_max across the records above, the calculation gives 0.32; 3.77; 3.26; 1.51 eV/A in order.
Asked for ΔE to the lowest compared entry with this formula, charge and spin across the records above, the calculation gives 20.1; 33.7; 24.2; 17.3 kcal/mol in order.
Asked for Kohn-Sham gap across the records above, the calculation gives 7.54; 10.17; 10.62; 9.17 eV in order.